# 1
The following is a DFT calculation (ωB97M-V/def2-TZVPD) of a 2-piece molecular cluster, C24H27Si overall in a non-equilibrium geometry.

The geometry in XYZ format:
```
52
Properties=species:S:1:pos:R:3:forces:R:3
C -4.12911 0.67492 -1.01464 -1.737 0.557 -0.197
Si -4.68784 0.32573 0.79298 4.774 -1.448 0.429
C -4.02819 1.52555 2.16638 -1.545 0.274 -0.061
C -4.53396 -1.58516 1.31325 -1.617 0.628 -0.061
H -0.30770 -0.93261 1.02045 -2.293 -0.085 0.412
H -4.98335 0.47691 -1.70061 0.448 -0.185 0.269
H -3.89211 1.72775 -1.24052 0.004 -0.293 0.564
H -3.28397 0.05984 -1.37467 -0.356 -0.114 0.689
H -4.94486 2.04121 2.55803 0.697 -0.148 -0.038
H -3.55881 1.03748 3.04984 -0.443 -0.182 -0.817
H -3.35963 2.33711 1.81367 -0.446 -0.602 -0.288
H -5.57406 -2.00253 1.25259 0.794 0.046 0.037
H -3.90310 -2.21062 0.64275 -0.363 0.868 0.087
H -4.21048 -1.74329 2.36535 -0.169 0.563 -0.652
C 4.28611 -2.21986 -3.55743 -0.100 -0.060 0.203
C 4.30639 -2.24926 -2.16401 -0.565 0.266 -0.199
C 3.28421 -1.63647 -1.45427 0.113 0.520 -0.351
C 2.27628 -0.91058 -2.11956 -0.086 -1.010 -0.806
C 1.30634 -0.18400 -1.29118 -0.564 -1.390 2.302
C 1.13545 -0.74380 -0.03243 1.003 0.902 -2.863
C 0.43813 -0.17369 1.09801 -1.165 0.764 1.221
C 0.87509 -0.39802 2.54743 0.404 -0.127 -0.206
C 0.27652 0.34665 3.57297 0.401 -0.242 -0.394
C 0.67418 0.16127 4.89150 -0.135 -0.171 -0.102
C 1.64798 -0.78392 5.21038 -0.190 -0.572 0.310
C 2.15113 -1.62559 4.21689 -0.506 0.147 -0.361
C 1.73751 -1.44516 2.88637 0.215 0.142 0.385
C 0.62218 1.02611 -1.77514 -0.074 0.306 0.216
C -0.61308 1.48248 -1.24567 0.218 0.381 -0.574
C -1.10102 2.73366 -1.63461 0.230 0.240 -0.415
C -0.42532 3.48241 -2.61756 0.167 0.085 -0.137
C 0.73814 2.97217 -3.23232 -0.687 0.341 0.690
C 1.25063 1.77199 -2.78531 -0.072 -0.128 0.303
C 2.18683 -0.99877 -3.52890 0.167 0.034 0.807
C 3.20637 -1.63499 -4.22458 -0.047 -0.124 0.030
H 5.09589 -2.68910 -4.10454 -0.112 0.098 -0.088
H 5.10230 -2.69776 -1.59611 0.247 -0.274 -0.142
H 3.27294 -1.67320 -0.36111 0.357 0.244 -0.517
H 1.34750 -1.81622 0.01658 0.436 0.528 0.344
H 0.02743 0.86193 0.92003 0.635 -1.296 0.477
H -0.52922 1.02949 3.30443 0.277 0.141 0.171
H 0.16783 0.70339 5.67999 0.144 0.098 0.024
H 1.89204 -0.98326 6.26409 0.026 0.277 -0.583
H 2.79518 -2.46581 4.47596 -0.065 0.309 -0.067
H 2.05483 -2.15435 2.11838 0.151 0.345 0.225
H -1.22250 0.90088 -0.54625 0.558 0.095 -0.288
H -2.00136 3.15064 -1.14765 0.523 -0.244 -0.420
H -0.78344 4.48023 -2.90601 0.066 -0.543 0.172
H 1.29800 3.52533 -3.98352 -0.356 0.036 0.110
H 2.17760 1.38920 -3.19986 -0.125 0.213 0.105
H 1.30597 -0.58061 -4.03876 0.631 -0.162 0.154
H 3.13612 -1.68572 -5.30108 0.132 -0.049 -0.106
```
Forces are in eV/Å.

Results
Total charge   +1

Here are the natural (NBO) charges for atoms 1 to 5, given in e: -1.1743 1.8538 -1.1603 -1.1215 0.2233

# 2
The following is a DFT calculation (ωB97M-V/def2-TZVPD) of C24H28AuN3OSi2 as an isolated structure in a non-equilibrium geometry.

The geometry in XYZ format:
```
59
Properties=species:S:1:pos:R:3:forces:R:3
Au -0.50335 0.06976 -0.05142 0.477 -2.038 -2.734
C -2.27596 2.72532 3.16880 0.149 -0.130 -0.136
C -2.01069 1.83546 1.99184 3.287 0.385 1.523
N -0.80579 1.38179 1.71032 -1.274 0.512 0.341
N 0.27395 1.66084 2.42567 -1.308 1.531 1.772
C 1.39066 1.12187 1.99750 0.597 -1.789 -2.347
O 1.49053 0.36915 0.96484 1.370 1.249 2.172
C 2.61671 1.40289 2.75919 0.479 0.224 0.459
C 2.60938 2.20994 3.89609 -0.048 -0.098 -0.151
C 3.78656 2.44517 4.57860 0.115 0.076 0.141
C 4.97745 1.88415 4.14140 -0.008 0.049 0.067
C 4.99138 1.08106 3.01207 0.112 0.039 0.088
C 3.81831 0.84193 2.32526 -0.273 0.014 -0.062
C -3.04576 1.43673 1.12086 -2.203 -1.361 -2.577
C -4.39630 1.82956 1.27317 1.270 0.138 0.572
C -5.34290 1.40004 0.38507 -0.067 -0.767 -1.103
C -4.95969 0.56314 -0.68202 -0.680 0.665 0.736
C -3.63451 0.21557 -0.77799 0.428 0.004 0.133
N -2.70447 0.62286 0.07380 -1.935 1.318 1.286
H -1.33977 2.89677 3.68955 0.033 0.018 0.035
H -2.98416 2.26073 3.85380 -0.089 0.001 0.063
H -2.68426 3.68241 2.84663 -0.073 0.083 0.005
H 1.68176 2.64623 4.23565 -0.061 -0.021 -0.047
H 3.77587 3.07167 5.45966 0.027 0.032 0.053
H 5.89154 2.07565 4.68387 0.092 0.009 0.039
H 5.91941 0.64441 2.67212 0.053 -0.038 -0.038
H 3.80324 0.21982 1.44273 -0.020 -0.022 -0.036
H -4.65592 2.47101 2.10120 -0.111 0.051 0.039
H -6.37525 1.69819 0.49848 -0.051 0.015 0.006
H -5.67768 0.20444 -1.40208 -0.064 -0.019 -0.046
H -3.27249 -0.42365 -1.57238 0.008 -0.092 -0.127
C 2.10063 1.17315 -2.37929 -0.773 -0.207 0.410
Si 0.37531 0.34191 -2.30789 0.087 -1.182 -0.175
C -0.87258 1.34707 -3.36158 0.346 -0.306 0.757
C 0.51761 -1.40653 -3.05512 -0.042 0.602 0.191
C 0.85753 -1.58016 -4.39161 0.014 0.028 -0.063
C 0.95202 -2.84338 -4.94513 0.044 -0.035 -0.164
C 0.71726 -3.95741 -4.15678 -0.002 -0.107 0.010
C 0.39016 -3.79425 -2.82193 0.015 -0.110 -0.084
C 0.28103 -2.52839 -2.26063 -0.173 0.044 0.634
Si -0.18572 -2.31733 -0.42377 0.371 0.162 -1.130
C 1.19969 -3.09724 0.64636 -0.594 0.648 -0.195
C -1.83971 -3.23709 -0.11362 0.557 0.688 0.052
H 2.51056 1.15024 -3.38673 -0.123 -0.061 -0.218
H 2.79297 0.65703 -1.72086 0.024 -0.113 0.127
H 2.04916 2.20884 -2.05547 0.000 0.180 0.050
H -0.55230 1.39384 -4.39707 0.218 -0.027 -0.208
H -0.97165 2.36200 -2.99207 -0.011 0.247 0.065
H -1.85510 0.88771 -3.33959 -0.158 -0.135 0.034
H 1.04474 -0.71259 -5.00753 0.052 0.113 -0.183
H 1.20741 -2.96273 -5.98867 0.023 -0.007 -0.074
H 0.78856 -4.94776 -4.58201 0.012 -0.094 -0.042
H 0.21101 -4.66439 -2.20761 -0.019 -0.219 0.057
H 1.39752 -4.12547 0.35120 -0.142 -0.149 -0.157
H 0.93121 -3.09019 1.69899 -0.039 -0.007 0.183
H 2.12028 -2.53149 0.53826 0.079 0.143 -0.054
H -1.75078 -4.28705 -0.37218 0.173 -0.240 -0.055
H -2.63610 -2.81417 -0.71674 -0.106 0.114 -0.142
H -2.13856 -3.16910 0.92682 -0.065 -0.010 0.247
```
Forces are in eV/Å.

Results
Total charge   0

Here are the Löwdin charges for atoms 1 to 5, given in e: 0.8121 -0.0261 -0.2718 -0.0599 0.0448

# 3
The following is a DFT calculation (ωB97M-V/def2-TZVPD) of C24H28AuN4O7PS3 as an isolated structure.

The geometry in XYZ format:
```
68
Properties=species:S:1:pos:R:3:forces:R:3
Au 0.79915 -0.70611 -0.17718 -0.406 0.195 0.357
O -1.57348 0.84812 2.69153 0.037 -0.058 -0.195
C -1.13831 0.85458 1.54884 -0.238 0.141 0.370
O -1.01152 -0.16770 0.79371 0.291 -0.118 -0.297
C -0.79805 2.25463 0.99511 0.046 -0.023 0.003
C -0.98180 3.30938 1.86663 0.042 -0.087 -0.037
C -0.73295 4.60715 1.46004 -0.002 0.099 0.050
C -0.28300 4.94993 0.17627 0.029 -0.105 -0.069
C -0.06668 3.92979 -0.68719 -0.010 0.045 0.037
C -0.34991 2.52731 -0.37161 -0.101 -0.122 -0.040
O -0.26932 1.66296 -1.24921 -0.034 0.076 0.035
N 0.46239 4.25692 -2.01618 0.061 0.046 -0.035
O 1.34223 3.54739 -2.45244 0.040 0.013 0.049
O 0.00679 5.24011 -2.56278 -0.034 -0.036 -0.010
N -0.93641 5.70677 2.42535 -0.011 -0.020 -0.006
O -1.30474 5.41003 3.53933 -0.003 0.000 0.009
O -0.71557 6.83384 2.03027 0.006 0.013 -0.005
H -1.32774 3.09809 2.86789 -0.009 0.005 -0.002
H -0.11532 5.98048 -0.09769 0.010 0.003 -0.008
C 4.01546 0.07672 1.53546 -0.010 -0.010 0.027
C 4.07497 0.07493 0.00920 -0.001 -0.019 0.007
C 3.84352 1.48723 -0.52354 0.023 0.050 -0.044
P 2.91423 -1.15257 -0.74141 0.033 -0.075 -0.177
C 3.23498 -0.91534 -2.55859 0.036 0.025 0.020
C 3.21070 -2.15243 -3.45240 -0.037 -0.022 0.001
C 2.20487 0.09261 -3.08942 0.013 0.006 0.029
C 3.51624 -2.75250 -0.00904 0.035 0.022 -0.031
C 3.45080 -3.99157 -0.90098 -0.038 -0.013 -0.012
C 2.71213 -3.03879 1.26637 -0.004 0.016 0.015
H 4.68553 0.84731 1.92016 -0.004 0.003 0.002
H 4.32287 -0.87252 1.97164 0.007 0.003 -0.010
H 3.00514 0.30335 1.88532 0.006 0.006 0.001
H 5.07116 -0.26523 -0.30088 -0.013 0.022 -0.025
H 2.81878 1.81596 -0.33851 -0.034 -0.001 0.034
H 4.02944 1.57671 -1.59256 0.002 -0.012 0.005
H 4.51590 2.17948 -0.01369 -0.003 -0.004 0.007
H 4.23115 -0.46441 -2.61664 0.016 -0.037 0.011
H 2.29082 -2.72459 -3.32154 -0.003 -0.001 0.003
H 4.05804 -2.81218 -3.29242 0.013 -0.005 0.001
H 3.24121 -1.82433 -4.49301 -0.005 0.007 0.004
H 1.22464 -0.38192 -3.16895 -0.001 0.017 -0.001
H 2.50628 0.42034 -4.08644 -0.003 0.010 0.002
H 2.08353 0.97439 -2.46244 -0.011 -0.017 -0.047
H 4.56117 -2.56756 0.26109 0.002 -0.018 -0.001
H 2.47323 -4.09364 -1.37461 -0.004 -0.001 0.004
H 3.60018 -4.87541 -0.27821 0.014 0.005 0.003
H 4.21428 -4.00203 -1.67268 0.004 0.010 -0.010
H 1.69922 -3.34960 1.00454 0.004 -0.011 -0.005
H 2.62414 -2.18251 1.93140 0.001 -0.003 -0.002
H 3.19006 -3.85360 1.81400 -0.006 0.003 0.008
S -6.34183 1.25047 -0.53251 0.029 -0.002 0.004
C -5.07493 0.27892 -0.87279 0.019 0.040 -0.055
S -3.91338 0.54721 -2.13866 0.015 0.098 0.076
C -2.98950 -0.84371 -1.62455 -0.064 -0.175 0.248
N -3.57312 -1.47889 -0.60165 0.090 -0.032 -0.065
N -4.68559 -0.88326 -0.21384 -0.045 0.031 -0.030
C -5.35174 -1.45257 0.92790 0.042 0.031 -0.025
C -4.56259 -1.84376 1.99833 -0.094 0.029 0.089
C -5.17721 -2.41071 3.10329 0.039 -0.004 0.001
C -6.55251 -2.58806 3.12703 -0.024 -0.012 0.019
C -7.32334 -2.20313 2.03922 0.000 0.004 0.005
C -6.72724 -1.63005 0.92756 0.082 -0.049 -0.020
S -1.55482 -1.34463 -2.27513 0.112 -0.058 -0.212
H -3.49232 -1.69817 1.97452 0.059 0.075 -0.063
H -4.57080 -2.70640 3.94881 -0.021 -0.009 0.009
H -7.02588 -3.02911 3.99463 0.003 0.003 -0.006
H -8.39513 -2.34929 2.05144 0.003 -0.002 0.002
H -7.31853 -1.33482 0.07446 0.008 0.011 -0.004
```
Forces are in eV/Å.

Results
Total charge   0
2S+1   3

Here are the natural (NBO) charges for atoms 1 to 5, given in e: 0.5131 -0.6271 0.7602 -0.8180 -0.1312

Number 1: DFT total energy -1219.8585 Ha. Number 2: DFT total energy -1885.5269 Ha. Number 3: DFT total energy -3348.4221 Ha.